DFT (ωB97M-V/def2-TZVPD) results for a structure of composition C26H30N4NiO4S.

Structure (XYZ):
```
66
Properties=species:S:1:pos:R:3:forces:R:3
Ni -0.3287 0.2864 0.2536 2.235 0.309 1.083
C 2.8741 -2.8126 -0.3212 0.002 0.206 -0.110
C 3.1498 -3.0574 0.9695 -0.139 -0.005 0.258
C 2.4067 -2.4221 2.0203 0.251 -0.338 -0.100
C 1.5053 -1.4470 1.6453 -0.140 0.144 0.288
N 1.1545 -1.1442 0.3955 -0.329 0.202 -0.485
C 1.6773 -1.9634 -0.6996 -0.171 -0.164 0.012
C 0.8603 -0.5503 2.6417 0.248 -0.399 0.027
C 1.1373 -0.4907 3.9998 -0.070 0.043 0.276
C 0.4534 0.4323 4.7894 0.016 -0.071 -0.118
C -0.4510 1.3301 4.2200 0.010 -0.093 0.004
C -0.6713 1.3139 2.8423 -0.143 0.111 0.135
C -0.0463 0.3303 2.0872 -0.006 0.431 -0.908
H 3.4634 -3.2515 -1.1225 -0.032 0.039 0.068
H 3.9712 -3.7234 1.2254 0.031 0.013 -0.001
H 2.6147 -2.6172 3.0631 0.070 0.050 -0.055
H 1.9585 -1.2939 -1.5262 -0.063 0.020 -0.018
H 1.8803 -1.1437 4.4485 -0.073 0.012 -0.009
H 0.6381 0.4680 5.8574 0.000 0.002 0.039
H -0.9653 2.0226 4.8748 0.069 0.081 -0.009
H -2.5531 1.8636 1.9934 0.006 -0.083 -0.042
C 0.5204 -2.8544 -1.2366 0.057 -0.085 0.031
C 0.9562 -3.8029 -2.3139 -0.034 -0.118 0.097
C 1.5064 -3.3257 -3.5011 0.017 0.100 -0.090
C 1.9545 -4.1885 -4.4871 0.022 -0.192 -0.049
C 1.8584 -5.5681 -4.3121 0.027 0.151 -0.041
C 1.3199 -6.0591 -3.1315 0.030 -0.050 -0.079
C 0.8830 -5.1853 -2.1472 -0.049 0.078 0.096
H 0.1230 -3.4135 -0.3859 -0.023 0.010 -0.017
H -0.2653 -2.1941 -1.6054 -0.095 0.017 0.014
H 1.5851 -2.2547 -3.6406 -0.054 0.053 -0.029
H 2.3843 -3.7843 -5.3978 -0.029 -0.026 0.010
H 2.2017 -6.2470 -5.0853 -0.001 0.025 0.020
H 1.2434 -7.1297 -2.9729 0.006 0.017 -0.007
H 0.4787 -5.5788 -1.2209 0.003 0.033 -0.009
O -2.3342 -0.6433 -3.4095 -0.031 -0.233 0.125
S -2.5525 0.8060 -0.8234 -0.567 -0.029 -0.399
O -3.7321 1.0527 -1.5997 -0.098 0.023 -0.128
O -2.1401 2.2386 -0.3018 0.026 0.282 0.476
O -2.6677 -0.0981 0.3055 -0.635 0.065 -0.216
C -0.2840 -0.3579 -5.0677 0.049 0.052 0.136
N -0.1582 -0.0431 -3.6617 0.163 -0.045 -0.032
C 0.8582 0.9499 -3.3587 -0.058 -0.255 -0.077
C -1.3412 -0.1394 -2.9041 0.187 0.758 0.299
N -1.2226 0.4237 -1.6524 -0.213 -0.408 -0.087
H -0.4524 0.5494 -5.6682 -0.018 0.004 0.006
H -1.1284 -1.0240 -5.2066 -0.008 -0.029 0.009
H 0.6225 -0.8406 -5.4382 0.134 -0.019 0.004
H 0.6642 1.8945 -3.8856 -0.043 0.045 -0.005
H 1.8399 0.5839 -3.6808 -0.043 -0.030 -0.012
H 0.8954 1.1458 -2.2948 -0.044 -0.005 0.114
C -0.2323 4.2721 2.8510 0.086 -0.022 -0.039
C -1.6053 3.7436 2.4303 0.009 -0.060 -0.019
C -2.0920 4.5896 1.2496 -0.032 0.027 -0.022
C -2.6273 3.9140 3.5606 0.015 -0.071 0.055
C -1.5225 2.2424 1.9878 -0.029 0.127 0.059
N -0.9564 2.1023 0.6321 -0.460 -0.794 -0.535
H -0.2920 5.3464 3.0675 0.023 -0.040 -0.030
H 0.4778 4.1163 2.0309 -0.065 0.017 0.091
H 0.1619 3.7614 3.7335 -0.061 0.069 -0.087
H -2.1764 5.6392 1.5600 0.000 -0.033 -0.013
H -3.0660 4.2463 0.8902 0.068 0.040 0.039
H -1.3921 4.5115 0.4165 -0.045 0.028 0.040
H -2.6552 4.9565 3.9029 -0.003 -0.058 -0.041
H -2.4083 3.2826 4.4233 -0.012 0.054 -0.026
H -3.6268 3.6463 3.2015 0.055 0.018 0.033
```
Positions in Å, forces in eV/Å.

Values from the calculation:
Lowest unoccupied orbital energy (alpha / beta) ... 4.66 / 4.66 eV
Strongest force on any atom ... 2.5 eV/A
Gap between HOMO and LUMO (alpha / beta) ... 5.1 / 5.1 eV
HOMO energy (alpha / beta) ... -0.0176 / -0.0175 Ha
Total charge ... -2
DFT total energy ... -3435.2060 Ha
Energy relative to the best compared isomer or geometry (same formula, charge and spin) ... 16.5 kcal per mole


DFT (ωB97M-V/def2-TZVPD) results for a cluster of 2 separate species, C2H10N4 in total.

Structure (XYZ):
```
16
Properties=species:S:1:pos:R:3:forces:R:3
N -2.0728 -2.5681 -0.9100 0.604 0.931 -0.530
C -0.6857 -2.0359 -1.1388 -3.022 -0.517 -0.189
N -0.6515 -0.8992 -2.0409 0.807 0.310 0.196
H -2.5790 -2.2496 -0.1041 0.088 -0.247 0.179
H -2.1799 -3.5336 -1.1545 -0.200 -0.107 0.343
H -0.2451 -1.8845 -0.1441 0.472 0.130 -0.610
H -0.3334 -2.8510 -1.7452 1.400 -0.309 0.453
H -0.3868 -1.2316 -2.9553 -0.294 0.359 -0.106
H -1.4552 -0.2786 -2.0924 0.150 -0.545 0.278
N 1.5607 1.6454 2.2976 0.548 -1.401 0.329
C 1.7131 2.6464 1.3536 -0.774 0.314 -0.407
N 1.2406 3.7721 1.6071 -0.467 0.059 1.542
H 1.7025 1.7621 3.2829 -0.411 0.612 -0.016
H 1.1220 0.7775 2.0361 0.436 0.008 -0.203
H 2.1945 2.2387 0.4431 -0.299 0.572 -0.069
H 1.0560 4.6899 1.2649 0.962 -0.169 -1.191
```
Positions in Å, forces in eV/Å.

Values from the calculation:
Lowest unoccupied orbital energy ... 0.94 eV
SMILES ... [H]/N=C/N.NCN
Strongest force on any atom ... 3.1 eV/A
Gap between HOMO and LUMO ... 9.8 eV
HOMO energy ... -0.3252 Ha
DFT total energy ... -301.1478 Ha
Energy relative to the best compared isomer or geometry (same formula, charge and spin) ... 50.4 kcal per mole


DFT (ωB97M-V/def2-TZVPD) results for a cluster of 11 separate species, C10H42O11 in total.

Structure (XYZ):
```
63
Properties=species:S:1:pos:R:3:forces:R:3
C 6.5921 -0.3425 2.5827 0.122 1.506 -0.907
O 5.3221 -0.7823 2.1338 0.051 -1.047 0.475
H 6.8784 -0.6732 3.5811 -0.130 -0.001 -0.062
H 7.3898 -0.5544 1.8707 -0.135 -0.629 -0.032
H 6.4848 0.7391 2.5010 0.631 0.361 0.778
H 4.8907 -1.0412 2.9514 -0.558 -0.196 -0.282
C -0.0836 -6.3663 -1.5164 -2.173 0.555 0.044
O 1.1663 -6.5113 -2.0697 1.183 -0.419 0.123
H -0.7055 -5.8236 -2.2282 -0.072 -0.081 -0.114
H -0.5715 -7.3198 -1.3142 -0.076 -0.200 -0.082
H -0.1571 -5.7861 -0.5965 0.520 0.131 0.274
H 1.5622 -7.2052 -1.5373 0.619 0.021 -0.247
C 1.5728 3.0889 6.7030 0.394 1.283 0.315
O 1.6603 2.6065 5.3841 0.077 -1.059 -0.204
H 1.5234 2.3784 7.5281 -0.402 -0.727 -0.707
H 2.4943 3.6231 6.9341 -0.027 0.448 0.119
H 0.7197 3.7667 6.7350 -0.014 0.110 0.548
H 2.0467 3.3158 4.8653 -0.035 -0.088 -0.085
C 2.1086 -0.5838 -6.9036 0.598 0.337 0.701
O 2.9692 -1.5318 -6.2789 -0.034 -0.258 -0.243
H 1.1170 -0.6201 -6.4526 -0.149 0.080 -0.209
H 2.5822 0.3640 -6.6478 -0.322 0.180 -0.147
H 2.0717 -0.6532 -7.9907 -0.068 -0.269 -0.035
H 2.5903 -2.4087 -6.3740 -0.003 -0.067 -0.021
C -4.1266 -4.5919 3.8184 0.022 -0.227 -2.004
O -4.2493 -4.5856 5.1947 0.366 -0.051 0.894
H -4.2067 -3.6434 3.2874 -0.026 0.628 0.536
H -3.1597 -4.9863 3.5059 0.245 0.006 0.591
H -4.8171 -5.2185 3.2538 -0.515 -0.403 0.458
H -5.1337 -4.4134 5.5259 -0.088 0.053 -0.478
C -2.2830 6.1439 3.1507 1.066 -0.955 0.747
O -1.1578 6.8263 2.5228 -2.003 -0.258 -0.062
H -2.7039 6.6520 4.0183 0.266 0.408 -0.099
H -3.1177 5.8552 2.5119 0.194 0.409 -0.496
H -1.8540 5.2022 3.4930 -0.234 -0.127 0.297
H -1.5537 6.9786 1.6616 0.720 0.511 -0.382
O 4.7490 4.1396 -1.9950 -0.046 0.275 -0.083
H 4.7619 3.9538 -1.0561 0.000 -0.040 0.217
H 4.9310 3.2960 -2.4091 0.039 -0.298 -0.138
O 4.8877 -0.1194 -2.4772 0.049 0.292 0.015
H 4.9496 -0.7152 -1.7306 0.013 -0.118 0.272
H 4.6909 -0.6876 -3.2219 -0.091 -0.117 -0.289
O 1.3703 -2.0530 5.0255 0.187 -0.195 -0.001
H 0.4792 -1.9615 4.6881 -0.243 -0.021 -0.102
H 1.6019 -1.1764 5.3323 0.067 0.262 0.094
C -5.4394 0.3054 -5.6415 -0.825 0.382 -0.217
C -6.1849 0.9151 -4.4272 0.879 -0.288 -0.359
O -7.0477 1.9162 -4.8924 -0.780 0.435 -0.609
H -4.5465 0.8264 -5.9872 0.382 -0.232 0.733
H -6.0559 0.4248 -6.5325 -0.582 -0.027 0.154
H -5.3448 -0.7749 -5.5317 0.603 0.146 0.130
H -5.5302 1.3950 -3.6996 0.506 -0.348 0.063
H -6.7101 0.1112 -3.9114 -0.245 -0.048 0.008
H -7.6664 2.1768 -4.2061 0.065 -0.022 0.098
C -0.1488 0.1720 -1.1778 -0.245 0.241 -1.065
C -0.2312 1.1937 -0.0780 0.236 -0.499 -0.066
O -0.6953 0.5314 1.0866 0.052 0.375 0.591
H -1.1231 0.0619 -1.6541 -0.071 -0.076 -0.040
H 0.1589 -0.8303 -0.8796 0.252 0.279 0.319
H 0.5323 0.5649 -1.9326 0.053 -0.251 -0.230
H -0.9014 2.0034 -0.3667 -0.173 0.065 0.063
H 0.7481 1.6464 0.0778 0.115 -0.031 0.209
H -0.0973 0.7864 1.7931 -0.207 -0.104 0.230
```
Positions in Å, forces in eV/Å.

Values from the calculation:
Lowest unoccupied orbital energy ... 0.17 eV
SMILES ... CCO.CCO.CO.CO.CO.CO.CO.CO.O.O.O
Strongest force on any atom ... 2.2 eV/A
Gap between HOMO and LUMO ... 10.4 eV
HOMO energy ... -0.3754 Ha
DFT total energy ... -1233.6185 Ha
Energy relative to the best compared isomer or geometry (same formula, charge and spin) ... 98.6 kcal per mole


DFT (ωB97M-V/def2-TZVPD) results for the molecule C5H8N2O.

Structure (XYZ):
```
16
Properties=species:S:1:pos:R:3:forces:R:3
C -1.5851 -0.0223 -1.2254 -0.092 -0.133 0.015
C 0.5129 -1.2950 -1.1601 -0.693 0.752 1.393
C -0.4696 -0.6577 -0.4238 0.060 -0.526 -2.572
C 0.1850 0.3499 0.8702 -0.356 -1.794 1.828
N 1.5495 0.0520 1.0397 -0.075 -0.307 -0.088
C -0.3797 1.5022 1.2759 -0.395 -0.253 -0.407
N 1.5280 -1.7668 -1.5925 0.423 -0.416 -0.292
O -0.6812 -1.0620 0.8777 1.379 2.179 0.277
H 2.0369 0.7896 1.5290 -0.085 -0.045 0.005
H 1.6834 -0.8480 1.4834 -0.012 0.121 0.113
H 2.4390 -1.3547 -1.3677 -0.224 0.239 -0.096
H -1.1872 0.7516 -1.8839 -0.034 -0.014 0.019
H -2.0857 -0.7803 -1.8279 -0.095 0.099 -0.020
H -2.3241 0.4191 -0.5613 0.085 0.054 0.063
H -1.4063 1.7438 1.0664 -0.126 -0.099 0.131
H 0.1842 2.1785 1.9003 0.239 0.143 -0.370
```
Positions in Å, forces in eV/Å.

Values from the calculation:
Lowest unoccupied orbital energy (alpha / beta) ... 0.16 / 0.16 eV
Strongest force on any atom ... 2.6 eV/A
Gap between HOMO and LUMO (alpha / beta) ... 7.3 / 7.3 eV
HOMO energy (alpha / beta) ... -0.2623 / -0.2623 Ha
DFT total energy ... -379.8911 Ha
Energy relative to the best compared isomer or geometry (same formula, charge and spin) ... 123.7 kcal per mole


DFT (ωB97M-V/def2-TZVPD) results for the ion C8H16NO with charge +1.

Structure (XYZ):
```
26
Properties=species:S:1:pos:R:3:forces:R:3
C -2.8873 -0.4061 1.5901 -0.644 1.440 -0.090
C -2.3044 -1.4285 1.1782 0.142 1.428 -0.806
C -1.4363 -1.3605 -0.1289 2.192 -0.378 -0.408
C -3.6216 0.7932 1.9348 -2.340 -2.282 -2.041
C 2.6497 -0.7712 -0.6953 -0.079 0.572 0.543
C 1.0243 0.4319 -2.0562 -1.690 0.202 1.367
C 2.0488 1.6694 -0.1371 1.079 1.246 -0.207
C 1.5555 0.3596 -0.6601 1.155 -1.810 1.244
N 0.6169 -0.1129 0.4585 -0.594 2.210 1.520
O -0.0872 -1.3002 0.2926 0.187 -1.355 -0.532
H -2.0246 -2.3023 1.6116 0.205 -2.492 1.837
H 1.2024 -0.2640 1.3600 -1.256 0.224 -2.207
H -1.3747 -2.3729 -0.6319 -1.164 1.256 0.439
H -1.7955 -0.5306 -0.6995 0.199 0.301 -0.826
H -3.0819 1.6763 2.0501 1.088 1.224 0.613
H -4.2385 0.4658 2.7774 0.163 0.246 0.621
H -4.4863 0.9519 1.1789 1.462 -0.293 0.779
H 2.9153 -1.0133 -1.7081 -0.099 -0.309 -0.557
H 3.6349 -0.4102 -0.2954 -1.072 -0.797 0.521
H 2.0868 -1.6442 -0.2325 1.784 0.687 -0.443
H 1.6823 0.9118 -2.7250 1.304 0.377 -0.507
H 0.1673 1.1106 -2.0428 -0.647 -0.672 -0.416
H 0.9354 -0.6034 -2.3472 -1.034 -0.053 -0.732
H 1.3615 2.4981 0.0782 -0.380 -0.686 -0.104
H 2.7093 1.5585 0.7027 0.001 -0.268 0.875
H 2.7479 2.0934 -0.8529 0.038 -0.020 -0.484
```
Positions in Å, forces in eV/Å.

Values from the calculation:
Lowest unoccupied orbital energy (alpha / beta) ... -6.08 / -6.08 eV
Strongest force on any atom ... 3.9 eV/A
Gap between HOMO and LUMO (alpha / beta) ... 6.3 / 6.3 eV
HOMO energy (alpha / beta) ... -0.4558 / -0.4557 Ha
Total charge ... +1
DFT total energy ... -443.9324 Ha
Energy relative to the best compared isomer or geometry (same formula, charge and spin) ... 158.5 kcal per mole


DFT (ωB97M-V/def2-TZVPD) results for the molecule C4H6ClF.

Structure (XYZ):
```
12
Properties=species:S:1:pos:R:3:forces:R:3
C 1.8451 -1.5558 -0.2404 0.693 0.839 -2.612
C 1.0908 -0.3348 0.3217 2.484 1.901 0.395
C -0.2055 -0.9294 1.0565 0.637 1.801 1.949
C -0.2454 0.0706 -0.0779 -0.273 -0.549 2.663
H 2.2632 -1.2944 -1.4337 -0.567 -0.802 3.741
H 2.6398 -1.6147 0.6267 -1.096 -0.875 -2.375
H 1.1378 -2.4761 -0.4275 1.804 1.677 0.719
H 1.8895 0.6167 0.4311 -2.361 -2.701 0.881
H -0.2124 -1.9546 0.5501 -0.903 1.504 1.929
H -0.6014 -0.6477 2.1195 0.981 -0.874 -2.178
F -0.6754 -0.6303 -1.0645 -2.184 -0.551 -4.943
Cl -0.9381 1.7376 0.0797 0.787 -1.372 -0.168
```
Positions in Å, forces in eV/Å.

Values from the calculation:
Lowest unoccupied orbital energy ... 0.98 eV
SMILES ... C[C@@H]1C[C@@]1(F)Cl
Strongest force on any atom ... 5.4 eV/A
Gap between HOMO and LUMO ... 11.0 eV
HOMO energy ... -0.3696 Ha
DFT total energy ... -715.9282 Ha
Energy relative to the best compared isomer or geometry (same formula, charge and spin) ... 77.1 kcal per mole